No. 1
{"formula": "C53H45CdCl2GeN2O8PS", "method": "ωB97M-V/def2-TZVPD", "species": ["Cd", "O", "C", "O", "C", "C", "C", "C", "C", "N", "C", "O", "O", "H", "H", "H", "H", "H", "O", "N", "C", "C", "C", "C", "C", "C", "C", "P", "C", "C", "C", "C", "C", "C", "C", "C", "C", "C", "C", "C", "H", "H", "H", "H", "H", "H", "H", "H", "H", "H", "H", "H", "H", "H", "H", "H", "Cl", "C", "Cl", "H", "H", "C", "Ge", "C", "C", "C", "C", "C", "C", "C", "C", "C", "C", "C", "C", "C", "C", "C", "C", "C", "C", "H", "H", "H", "H", "H", "H", "H", "H", "H", "H", "H", "H", "H", "H", "H", "C", "C", "C", "C", "C", "C", "C", "S", "O", "O", "O", "H", "H", "H", "H", "H", "H", "H"], "positions_angstrom": [[-0.84066, 0.43946, 0.40463], [-1.34439, 0.63156, -3.95261], [-1.40046, 0.79341, -2.59426], [-0.37613, 0.68578, -1.96203], [-2.74174, 1.07292, -2.00897], [-3.84594, 1.31487, -2.72023], [-5.13132, 1.44596, -2.00605], [-5.13077, 1.23500, -0.68106], [-3.89142, 1.06558, 0.06465], [-2.69006, 0.90465, -0.71202], [-3.71200, 0.92012, 1.40937], [-4.79866, 0.95426, 2.32200], [-2.59790, 0.62035, 2.00914], [-0.42372, 0.38892, -4.14337], [-3.75279, 1.47434, -3.78925], [-6.08923, 1.66683, -2.46726], [-6.05389, 1.35437, -0.09628], [-4.38236, 0.57869, 3.11093], [-2.20338, -1.93139, 2.81651], [-2.41162, -2.66602, 1.69381], [-2.21240, -3.90926, 1.86696], [-2.39541, -4.89261, 0.79026], [-2.89572, -6.10879, 1.19873], [-3.27847, -7.05845, 0.25388], [-3.04015, -6.82853, -1.10284], [-2.46573, -5.62334, -1.50233], [-2.10909, -4.62643, -0.58168], [-1.21463, -3.07829, -1.13899], [0.38924, -3.73529, -1.81189], [0.91768, -4.95867, -1.36496], [2.12171, -5.43081, -1.88480], [2.82829, -4.68890, -2.81986], [2.30696, -3.43448, -3.18664], [1.13604, -2.94119, -2.66881], [-2.17399, -2.76336, -2.65697], [-1.87662, -3.18768, -3.95506], [-2.74142, -2.92303, -5.00025], [-3.88411, -2.15477, -4.82985], [-4.17020, -1.69359, -3.55041], [-3.32625, -2.00056, -2.48562], [-2.40756, -1.00922, 2.56435], [-1.89196, -4.29641, 2.83195], [-3.06541, -6.24329, 2.25699], [-3.75320, -8.00456, 0.57955], [-3.28198, -7.58415, -1.81508], [-2.27972, -5.43998, -2.54861], [0.36383, -5.55884, -0.64988], [2.52506, -6.36339, -1.56162], [3.72767, -5.06652, -3.27288], [2.88391, -2.83271, -3.85187], [0.76399, -1.94216, -2.86433], [-0.95005, -3.74485, -4.13670], [-2.51053, -3.33383, -5.97206], [-4.53006, -1.93222, -5.67855], [-5.03077, -1.08899, -3.37644], [-3.60407, -1.64625, -1.48609], [0.12822, -2.23754, 5.21827], [0.59715, -3.10392, 3.73163], [1.83107, -4.36262, 4.08251], [1.04484, -2.37731, 3.06367], [-0.27580, -3.52971, 3.27451], [0.72676, 1.54263, 1.80708], [1.26473, 3.00025, 0.69610], [2.71698, 2.56739, -0.55584], [2.51162, 2.39849, -1.92110], [3.57795, 2.05221, -2.70250], [4.85796, 1.80749, -2.16930], [5.03998, 1.93205, -0.79367], [3.95151, 2.29151, -0.01006], [-0.31648, 3.81936, -0.14474], [-0.10990, 4.62232, -1.26809], [-1.18887, 5.25498, -1.90130], [-2.48932, 5.02314, -1.41655], [-2.68259, 4.26979, -0.25326], [-1.61435, 3.65407, 0.34143], [1.93682, 4.54708, 1.77389], [1.39354, 4.80559, 3.02978], [1.79951, 5.89184, 3.78113], [2.70276, 6.83773, 3.27200], [3.15675, 6.66843, 1.96728], [2.80634, 5.48685, 1.25389], [1.48225, 2.56613, -2.34537], [3.46283, 1.91934, -3.76522], [5.67889, 1.56932, -2.81235], [5.99079, 1.73490, -0.35759], [4.06162, 2.38999, 1.06180], [0.88430, 4.80484, -1.65403], [-1.01624, 5.93449, -2.73937], [-3.31691, 5.52545, -1.87282], [-3.69529, 4.10722, 0.13026], [-1.83299, 2.99331, 1.17224], [0.72114, 4.09048, 3.52468], [1.39393, 5.99771, 4.78474], [2.93563, 7.69681, 3.92899], [3.76177, 7.41122, 1.44293], [3.19280, 5.30019, 0.23027], [4.21209, 1.81734, 5.39517], [3.78885, 1.08983, 4.14737], [4.60021, 0.18830, 3.47973], [4.08257, -0.40610, 2.33397], [2.76312, -0.11209, 1.84315], [1.98427, 0.92454, 2.38353], [2.55466, 1.43304, 3.60073], [2.29854, -1.14890, 0.48730], [0.83527, -1.20841, 0.41916], [2.75221, -2.47732, 0.86809], [2.91711, -0.55719, -0.71514], [3.39743, 1.87269, 6.07392], [4.49494, 2.83139, 5.11219], [5.08440, 1.36427, 5.92386], [5.57053, -0.02661, 3.90306], [4.59235, -1.15689, 1.78664], [0.02759, 1.73274, 2.63432], [1.91574, 2.11157, 4.15178]], "de_lowest_kcal_mol": 0.46, "gap_ev": 4.340, "multiplicity": 1, "homo_energy_ev": -0.2, "energy_ha": -6662.6925, "charge": -2}

No. 2
{"formula": "C18H21NO4", "method": "ωB97M-V/def2-TZVPD", "species": ["C", "C", "H", "H", "O", "C", "O", "C", "C", "C", "C", "C", "C", "H", "H", "N", "C", "O", "C", "H", "H", "C", "C", "C", "C", "C", "O", "C", "H", "H", "C", "H", "H", "H", "H", "H", "H", "H", "H", "H", "H", "H", "H", "H"], "positions_angstrom": [[-7.38918, -1.67149, -1.88124], [-7.08463, -1.11740, -0.50226], [-7.76649, -0.29965, -0.24129], [-7.17426, -1.89055, 0.26949], [-5.74789, -0.61919, -0.50264], [-5.27671, -0.18848, 0.67471], [-5.92778, -0.20808, 1.69328], [-3.88478, 0.30457, 0.58500], [-3.17898, 0.32737, -0.61532], [-1.88158, 0.79507, -0.66004], [-1.26478, 1.24983, 0.50467], [-1.97099, 1.22507, 1.70980], [-3.26597, 0.75962, 1.74844], [-3.82199, 0.73758, 2.67321], [-1.49495, 1.57498, 2.61553], [0.04515, 1.72843, 0.53244], [0.92065, 1.90292, -0.50455], [0.66586, 1.66189, -1.66048], [2.26210, 2.47409, -0.06500], [2.43041, 2.31693, 1.00114], [2.22891, 3.54945, -0.25862], [3.39864, 1.85398, -0.88061], [3.71001, 0.46430, -0.43399], [2.93336, -0.53835, 0.06346], [3.80158, -1.63523, 0.29711], [5.04642, -1.22748, -0.07489], [4.99493, 0.05115, -0.51521], [6.36944, -1.91294, -0.04245], [6.91402, -1.67739, -0.95932], [6.20381, -2.99019, -0.00184], [7.19974, -1.46905, 1.16455], [6.67957, -1.70723, 2.08948], [8.16270, -1.97371, 1.16633], [7.36962, -0.39569, 1.12914], [3.53006, -2.59602, 0.68448], [1.87588, -0.51603, 0.23125], [4.30605, 2.45407, -0.79257], [3.09567, 1.84537, -1.93252], [0.37008, 1.99043, 1.45349], [-1.33834, 0.81314, -1.58963], [-3.65484, -0.02506, -1.51649], [-8.40527, -2.05432, -1.90488], [-6.69977, -2.47642, -2.12165], [-7.28544, -0.89031, -2.62949]], "de_lowest_kcal_mol": 6.42, "gap_ev": 8.735, "multiplicity": 1, "homo_energy_ev": -8.2, "energy_ha": -1054.2563}

No. 3
{"formula": "C6H6O2", "method": "ωB97M-V/def2-TZVPD", "species": ["C", "C", "C", "C", "C", "C", "H", "H", "H", "H", "H", "H", "O", "O"], "positions_angstrom": [[-1.09779, -0.10910, 0.17478], [-0.12854, -0.24098, 1.25428], [1.36327, -0.35179, -0.60153], [0.33479, -0.61594, -1.51754], [1.30318, 0.64378, -1.63355], [-0.89104, 1.08371, 1.06516], [-1.76679, -0.94115, 0.31352], [-0.60389, -0.81244, 2.08823], [2.55869, -0.72906, -0.99786], [0.34674, -1.41524, -2.31751], [-0.41577, 1.94488, 0.52265], [-1.58349, 1.70487, 1.81479], [-0.64610, 0.19656, -1.11643], [1.22674, -0.35808, 0.95102]], "de_lowest_kcal_mol": 197.29, "gap_ev": 9.240, "multiplicity": 1, "homo_energy_ev": -9.3, "energy_ha": -382.3713}

no.,E_LUMO (eV)
1,4.10
2,0.56
3,-0.08